{
  "formula": "C4H6N4",
  "method": "the ωB97M-V functional and the def2-TZVPD basis",
  "species": ["N", "C", "C", "N", "N", "C", "C", "N", "H", "H", "H", "H", "H", "H"],
  "coordinates": [[1.367, -1.322, -0.101], [0.094, -0.746, 0.131], [-1.091, -1.356, 0.145], [-2.231, -0.708, -0.035], [-2.339, 0.592, -0.093], [-1.208, 1.316, 0.011], [0.030, 0.680, -0.050], [1.395, 1.339, 0.017], [1.950, -0.725, -0.771], [1.499, -2.349, -0.224], [-1.196, -2.522, 0.183], [-1.400, 2.430, -0.107], [1.784, 0.868, 0.976], [1.346, 2.501, -0.082]],
  "total_charge": 0,
  "relative_energy_ev": 2.7915,
  "orbital_gap_ev": 9.146,
  "total_energy_ev": -10203.1482,
  "e_lumo_ev": 0.52,
  "max_force_ha_per_bohr": 0.089,
  "smiles": "Nc1cnncc1N"
}

---

{
  "formula": "C4H6N4",
  "method": "the ωB97M-V functional and the def2-TZVPD basis",
  "species": ["C", "N", "N", "C", "C", "C", "N", "N", "H", "H", "H", "H", "H", "H"],
  "coordinates": [[-1.451, 1.026, 0.085], [-2.111, -0.067, -0.063], [-1.340, -1.109, 0.091], [-0.157, -0.605, -0.003], [-0.061, 0.751, 0.014], [1.435, 1.181, -0.123], [2.153, -0.115, 0.152], [1.219, -1.170, -0.261], [-1.908, 1.937, -0.033], [-3.150, -0.094, 0.083], [1.549, 1.389, -1.200], [1.738, 1.917, 0.518], [2.116, -0.037, 1.229], [1.606, -2.003, 0.137]],
  "total_charge": 0,
  "relative_energy_ev": 3.5859,
  "orbital_gap_ev": 9.347,
  "total_energy_ev": -10202.3538,
  "e_lumo_ev": 0.89,
  "max_force_ha_per_bohr": 0.105,
  "smiles": "c1[nH]nc2c1CNN2"
}

---

{
  "formula": "C4H6N4",
  "method": "the ωB97M-V functional and the def2-TZVPD basis",
  "species": ["H", "N", "C", "N", "C", "N", "C", "C", "N", "H", "H", "H", "H", "H"],
  "coordinates": [[2.200, 0.426, -1.226], [2.526, -0.329, -0.413], [1.545, -0.817, 0.328], [0.118, -0.346, 0.127], [-0.807, -1.359, -0.088], [-2.052, -0.845, -0.128], [-1.754, 0.662, -0.080], [-0.317, 0.922, 0.043], [0.501, 1.987, 0.133], [1.447, 1.545, 0.601], [1.859, -1.516, 1.352], [-0.566, -2.357, 0.083], [-2.375, 0.887, 0.822], [-2.209, 1.303, -0.893]],
  "total_charge": 0,
  "relative_energy_ev": 3.9697,
  "orbital_gap_ev": 9.184,
  "total_energy_ev": -10201.9699,
  "e_lumo_ev": 0.26,
  "max_force_ha_per_bohr": 0.136,
  "smiles": "[H]/N=C\\N1C=NC/C1=N/[H]"
}

---

{
  "formula": "C4H6N4",
  "method": "the ωB97M-V functional and the def2-TZVPD basis",
  "species": ["C", "C", "C", "C", "N", "N", "N", "N", "H", "H", "H", "H", "H", "H"],
  "coordinates": [[-0.401, 0.695, -1.971], [0.587, 1.159, -1.149], [-0.495, -0.520, 0.653], [0.358, 0.856, 0.289], [-0.924, -0.491, -1.690], [1.469, 0.927, 1.172], [-1.066, -1.098, -0.523], [-0.500, -1.072, 1.797], [-0.435, 0.872, -3.016], [-0.235, 1.735, 0.473], [1.339, 0.380, 2.106], [-1.123, -2.187, -0.770], [2.357, 0.700, 0.802], [-0.932, -1.956, 1.825]],
  "total_charge": 0,
  "relative_energy_ev": 5.9098,
  "orbital_gap_ev": [7.480, 7.474],
  "total_energy_ev": -10200.0299,
  "e_lumo_ev": [-0.85, -0.85],
  "max_force_ha_per_bohr": 0.067
}

---

{
  "formula": "C4H6N4",
  "method": "the ωB97M-V functional and the def2-TZVPD basis",
  "species": ["C", "C", "N", "N", "C", "N", "N", "C", "H", "H", "H", "H", "H", "H"],
  "coordinates": [[-1.021, 1.346, 0.209], [-0.990, 0.422, 1.272], [-0.648, -0.879, 1.362], [-0.351, -1.481, -0.008], [1.076, -1.437, -0.754], [1.784, -0.445, -1.215], [1.326, 0.707, -0.459], [0.062, 1.282, -0.746], [-1.680, 2.387, 0.282], [-1.335, 0.624, 2.375], [-0.223, -2.409, 0.285], [0.968, -2.350, -1.492], [1.292, 0.219, 0.498], [-0.258, 2.013, -1.608]],
  "total_charge": 0,
  "relative_energy_ev": 6.8895,
  "orbital_gap_ev": 8.661,
  "total_energy_ev": -10199.0502,
  "e_lumo_ev": -0.21,
  "max_force_ha_per_bohr": 0.110,
  "smiles": "c1cn[nH]cn[nH]c1"
}

---

{
  "formula": "C4H6N4O",
  "method": "the ωB97M-V functional and the def2-TZVPD basis",
  "species": ["H", "N", "C", "C", "C", "N", "N", "C", "N", "O", "H", "H", "H", "H", "H"],
  "coordinates": [[-2.984, 1.670, -0.317], [-1.955, 1.802, -0.145], [-1.230, 0.788, -0.051], [0.566, 0.988, 0.139], [1.279, -0.142, -0.106], [2.632, 0.075, -0.139], [0.764, -1.385, -0.097], [-0.489, -1.582, -0.112], [-1.399, -0.543, -0.035], [-2.738, -1.091, 0.035], [0.936, 1.968, 0.427], [2.804, 1.018, 0.228], [3.401, -0.547, 0.058], [-0.850, -2.541, -0.356], [-3.400, -0.400, -0.170]],
  "total_charge": 0,
  "relative_energy_ev": 3.7495,
  "orbital_gap_ev": 8.651,
  "total_energy_ev": -12249.2289,
  "e_lumo_ev": 0.58,
  "max_force_ha_per_bohr": 0.130,
  "smiles": "[H]/N=c1/cc(N)ncn1O"
}

---

{
  "formula": "C4H6N4O2",
  "method": "the ωB97M-V functional and the def2-TZVPD basis",
  "species": ["C", "C", "C", "C", "N", "N", "N", "N", "O", "O", "H", "H", "H", "H", "H", "H"],
  "coordinates": [[1.640, -1.430, 0.820], [3.116, 0.154, -0.331], [0.291, -1.737, 0.547], [-1.755, -2.630, 0.766], [2.350, -0.675, -0.029], [-1.591, -1.915, -0.486], [-0.474, -1.240, -0.533], [-1.181, 0.954, 0.046], [-2.662, -3.222, 1.158], [-0.475, -2.577, 1.350], [2.244, -1.830, 1.604], [3.877, 0.365, -1.024], [-2.286, -1.558, -1.123], [-0.670, 1.734, 0.616], [-1.929, 0.902, 0.788], [-1.618, 1.386, -0.783]],
  "total_charge": 2,
  "relative_energy_ev": 3.4239,
  "orbital_gap_ev": [6.923, 6.921],
  "total_energy_ev": -14277.1208,
  "e_lumo_ev": [-12.14, -12.14],
  "max_force_ha_per_bohr": 0.080
}

---

{
  "formula": "C4H6N4O2",
  "method": "the ωB97M-V functional and the def2-TZVPD basis",
  "species": ["C", "C", "C", "C", "N", "N", "N", "N", "O", "O", "H", "H", "H", "H", "H", "H"],
  "coordinates": [[-0.786, -0.467, -0.921], [-0.350, -2.860, -0.612], [-0.702, 0.584, 0.026], [2.836, -0.153, 0.194], [-0.539, -1.705, -0.666], [-0.944, 2.730, -0.932], [-0.528, 1.807, -0.316], [-0.662, 0.314, 1.499], [3.900, -0.109, -0.124], [1.707, -0.246, 0.454], [-1.012, -0.148, -2.003], [-0.440, -3.983, -0.879], [-0.479, 3.508, -1.311], [-0.015, 0.927, 1.993], [-0.397, -0.728, 1.682], [-1.587, 0.530, 1.917]],
  "total_charge": 2,
  "relative_energy_ev": 2.8248,
  "orbital_gap_ev": [7.143, 7.146],
  "total_energy_ev": -14277.7199,
  "e_lumo_ev": [-9.82, -9.81],
  "max_force_ha_per_bohr": 0.113
}

---

{
  "formula": "C4H6N4O2S2",
  "method": "the ωB97M-V functional and the def2-TZVPD basis",
  "species": ["N", "S", "O", "O", "N", "C", "S", "C", "N", "C", "C", "N", "H", "H", "H", "H", "H", "H"],
  "coordinates": [[2.867, 0.296, 0.298], [1.365, -0.015, 0.841], [1.014, 0.791, 1.981], [1.480, -1.460, 0.964], [0.374, 0.328, -0.563], [-0.001, 1.804, -0.563], [-1.612, 1.959, 0.384], [-1.842, 0.267, 0.231], [-2.895, -0.529, 0.297], [-2.413, -1.710, -0.186], [-1.118, -1.625, -0.527], [-0.747, -0.355, -0.305], [3.196, 1.117, -0.120], [3.302, -0.530, 0.011], [0.767, 2.448, 0.083], [-0.239, 2.005, -1.651], [-3.039, -2.508, -0.253], [-0.460, -2.285, -0.920]],
  "total_charge": 0,
  "relative_energy_ev": 0.0000,
  "orbital_gap_ev": 8.354,
  "total_energy_ev": -35968.1626,
  "e_lumo_ev": 0.16,
  "max_force_ha_per_bohr": 0.063,
  "smiles": "NS(=O)(=O)N1CSc2nccn21"
}

---

{
  "formula": "C4H6N4S",
  "method": "the ωB97M-V functional and the def2-TZVPD basis",
  "species": ["H", "N", "N", "C", "S", "N", "C", "N", "C", "C", "H", "H", "H", "H", "H"],
  "coordinates": [[-1.754, -0.938, -2.570], [-1.902, 0.131, -2.492], [-0.985, 0.844, -2.390], [0.086, 1.466, -2.263], [1.120, 2.268, -3.202], [0.407, 1.627, -0.477], [1.452, 2.326, -0.329], [2.265, 3.060, 0.004], [-0.154, 0.654, 0.474], [0.819, -0.467, 0.723], [-1.065, 0.449, -0.120], [-0.468, 1.214, 1.366], [1.618, -0.052, 1.417], [0.387, -1.503, 1.072], [1.386, -0.910, -0.109]],
  "total_charge": 0,
  "relative_energy_ev": 5.4176,
  "orbital_gap_ev": 7.396,
  "total_energy_ev": -21035.2114,
  "e_lumo_ev": -1.72,
  "max_force_ha_per_bohr": 0.093,
  "smiles": "[H]/N=N\\C(=S)N(C#N)CC"
}

---

{
  "formula": "C4H6NO",
  "method": "the ωB97M-V functional and the def2-TZVPD basis",
  "species": ["C", "C", "C", "C", "N", "O", "H", "H", "H", "H", "H", "H"],
  "coordinates": [[-2.666, 0.193, -0.241], [-1.644, -0.782, -0.253], [-1.492, 0.800, 0.253], [2.508, -0.094, 0.259], [-0.871, -0.307, 0.782], [1.412, 0.042, -0.428], [-3.625, 0.408, -0.657], [-1.328, -1.504, -0.988], [-1.006, 1.744, 0.047], [2.623, -1.103, 0.717], [2.721, 0.725, 0.971], [3.367, -0.122, -0.463]],
  "total_charge": 1,
  "relative_energy_ev": 6.6116,
  "orbital_gap_ev": [7.370, 8.539],
  "total_energy_ev": -7768.2856,
  "e_lumo_ev": [-7.01, -5.28],
  "max_force_ha_per_bohr": 0.051
}

---

{
  "formula": "C4H6NO",
  "method": "the ωB97M-V functional and the def2-TZVPD basis",
  "species": ["C", "C", "C", "O", "N", "C", "H", "H", "H", "H", "H", "H"],
  "coordinates": [[0.780, -1.724, 0.186], [-0.268, -0.751, 0.085], [-1.505, -0.192, 0.426], [-2.877, -0.292, 0.503], [-0.351, 0.545, 0.016], [0.139, 1.860, -0.268], [1.698, -1.138, 0.210], [0.905, -2.342, -0.706], [0.424, -2.480, 0.909], [1.259, 1.646, -0.632], [0.211, 2.633, 0.408], [-0.416, 2.234, -1.137]],
  "total_charge": 1,
  "relative_energy_ev": 4.1186,
  "orbital_gap_ev": [9.386, 9.385],
  "total_energy_ev": -7770.7786,
  "e_lumo_ev": [-6.23, -6.23],
  "max_force_ha_per_bohr": 0.196,
  "smiles": "Cc1c(=O)[n+]1C"
}

---

{
  "formula": "C4H6NO",
  "method": "the ωB97M-V functional and the def2-TZVPD basis",
  "species": ["C", "N", "C", "C", "C", "O", "H", "H", "H", "H", "H", "H"],
  "coordinates": [[-0.722, 0.896, 1.139], [-0.072, -0.096, 0.438], [-0.606, -0.952, -0.699], [0.530, -1.001, -1.390], [1.210, 0.028, -0.443], [1.200, -0.548, 0.754], [-1.386, 1.477, 0.373], [-1.419, 0.399, 1.899], [0.008, 1.534, 1.513], [-1.540, -1.412, -0.938], [1.082, -1.317, -2.221], [1.717, 0.992, -0.426]],
  "total_charge": 1,
  "relative_energy_ev": 5.3042,
  "orbital_gap_ev": 10.836,
  "total_energy_ev": -7769.5930,
  "e_lumo_ev": -4.73,
  "max_force_ha_per_bohr": 0.090,
  "smiles": "C[N@@+]12C=C[C@@H]1O2"
}

---

{
  "formula": "C4H6NO",
  "method": "the ωB97M-V functional and the def2-TZVPD basis",
  "species": ["C", "C", "C", "C", "N", "O", "H", "H", "H", "H", "H", "H"],
  "coordinates": [[-2.320, -2.480, 0.542], [0.594, 0.994, -0.208], [-1.253, -0.291, 0.249], [2.112, 1.010, -0.255], [-1.804, -1.461, 0.328], [0.014, -0.120, -0.023], [-2.998, -3.196, 0.965], [0.111, 1.943, -0.503], [-1.927, 0.446, -0.119], [2.221, 1.669, -1.106], [2.604, 0.026, -0.464], [2.644, 1.460, 0.594]],
  "total_charge": 1,
  "relative_energy_ev": 3.9552,
  "orbital_gap_ev": [7.294, 7.287],
  "total_energy_ev": -7770.9420,
  "e_lumo_ev": [-5.29, -5.30],
  "max_force_ha_per_bohr": 0.065
}

---

{
  "formula": "C4H6NO",
  "method": "the ωB97M-V functional and the def2-TZVPD basis",
  "species": ["C", "N", "C", "C", "C", "O", "H", "H", "H", "H", "H", "H"],
  "coordinates": [[-1.533, -0.470, 0.024], [-0.118, -0.249, -0.003], [0.531, 0.931, 0.276], [1.853, 0.590, 0.154], [1.856, -0.750, -0.193], [0.688, -1.263, -0.256], [-1.766, -0.093, 0.999], [-1.801, 0.076, -0.797], [-1.716, -1.553, -0.032], [-0.018, 1.813, 0.608], [2.778, 1.144, 0.099], [2.676, -1.428, -0.448]],
  "total_charge": 1,
  "relative_energy_ev": 1.4896,
  "orbital_gap_ev": 10.924,
  "total_energy_ev": -7773.4076,
  "e_lumo_ev": -4.69,
  "max_force_ha_per_bohr": 0.073,
  "smiles": "C[n+]1ccco1"
}

---

{
  "formula": "C4H6NO2",
  "method": "the ωB97M-V functional and the def2-TZVPD basis",
  "species": ["C", "C", "C", "C", "N", "O", "O", "H", "H", "H", "H", "H", "H"],
  "coordinates": [[-1.561, -1.008, -0.873], [-0.354, -0.463, -1.059], [-2.294, -0.632, 0.248], [1.040, 1.060, 0.544], [0.096, 0.501, -0.275], [-1.908, 0.208, 1.000], [1.950, 0.140, 1.048], [-1.940, -1.822, -1.490], [0.104, -0.508, -2.032], [-3.308, -1.054, 0.307], [1.492, 1.750, -0.168], [0.568, 1.558, 1.444], [1.736, -0.401, 1.894]],
  "total_charge": 1,
  "relative_energy_ev": 4.8897,
  "orbital_gap_ev": [7.015, 6.866],
  "total_energy_ev": -9817.7114,
  "e_lumo_ev": [-8.12, -8.11],
  "max_force_ha_per_bohr": 0.061
}

---

{
  "formula": "C4H6NO2",
  "method": "the ωB97M-V functional and the def2-TZVPD basis",
  "species": ["C", "C", "O", "C", "C", "N", "O", "H", "H", "H", "H", "H", "H"],
  "coordinates": [[1.762, -0.737, -0.777], [0.648, 0.172, -0.451], [0.447, 1.227, -0.951], [-0.289, -0.361, 0.626], [-1.555, 0.384, 0.805], [-1.949, 1.362, 0.121], [-2.397, 2.212, -0.493], [1.436, -1.741, -0.598], [2.535, -0.562, -0.046], [2.049, -0.562, -1.879], [0.229, 0.015, 1.471], [-0.547, -1.445, 0.764], [-2.370, 0.034, 1.407]],
  "total_charge": 1,
  "relative_energy_ev": 3.8807,
  "orbital_gap_ev": [7.817, 7.816],
  "total_energy_ev": -9818.7203,
  "e_lumo_ev": [-7.14, -7.14],
  "max_force_ha_per_bohr": 0.045,
  "smiles": "CC(=O)CC=[N+]=O"
}

---

{
  "formula": "C4H6NO3",
  "method": "the ωB97M-V functional and the def2-TZVPD basis",
  "species": ["N", "C", "C", "C", "O", "C", "O", "O", "H", "H", "H", "H", "H", "H"],
  "coordinates": [[-0.314, 1.790, 0.166], [0.114, 0.372, 0.381], [0.134, -0.253, -0.998], [1.162, -1.356, -1.113], [1.220, -2.208, -1.961], [-0.885, -0.306, 1.406], [-0.324, -0.746, 2.430], [-2.083, -0.301, 1.077], [-0.176, 2.376, 0.987], [-1.322, 1.681, 0.041], [1.019, 0.302, 0.983], [0.344, 0.512, -1.752], [-0.848, -0.647, -1.288], [1.957, -1.215, -0.358]],
  "total_charge": -1,
  "relative_energy_ev": 1.2779,
  "orbital_gap_ev": 8.002,
  "total_energy_ev": -11879.1912,
  "e_lumo_ev": 3.88,
  "max_force_ha_per_bohr": 0.032,
  "smiles": "N[C@H](CC=O)C(=O)[O-]"
}